Entry 1:
This record from the Open Molecules 2025 dataset describes 2 unconnected molecules or ions with the total composition C3H5N2O at a distorted geometry. The level of theory is wB97M-V/def2-TZVPD.

Results
Kohn-Sham gap (spin up / spin down)   7.72 / 8.81 eV
HOMO level (spin up / spin down)   -14.39 / -15.75 eV
Calculated total energy   -301.5743 a.u.
Net charge   +1
Lowest unoccupied orbital energy (spin up / spin down)   -6.68 / -6.94 eV
Relative energy (zero: lowest compared OMol25 entry of this formula, charge and spin)   160.0 kcal per mole

Geometry (Å):
C: 2.357 -0.939 0.051
C: -2.330 -0.007 -0.013
C: 0.030 -0.264 0.052
N: 1.150 -0.719 -0.172
N: -1.181 -0.413 0.285
O: 0.360 1.805 0.004
H: 2.671 -0.957 1.012
H: 3.058 -1.211 -0.806
H: -3.124 -0.246 0.491
H: -2.565 0.675 -0.931
H: -0.427 2.277 0.027


Entry 2:
This record from the Open Molecules 2025 dataset describes 2 unconnected molecules or ions with the total composition C3H5N2O at a distorted geometry. The level of theory is wB97M-V/def2-TZVPD.

Results
Kohn-Sham gap (spin up / spin down)   9.02 / 5.92 eV
2S+1   3
HOMO level (spin up / spin down)   -14.23 / -13.75 eV
Calculated total energy   -301.4702 a.u.
Net charge   +1
Lowest unoccupied orbital energy (spin up / spin down)   -5.20 / -7.83 eV
Relative energy (zero: lowest compared OMol25 entry of this formula, charge and spin)   89.3 kcal per mole
⟨S²⟩   2.033

Geometry (Å):
C: 0.697 -2.641 1.808
C: 0.161 -1.603 1.690
C: -0.322 0.539 -0.825
N: 0.264 1.325 -1.757
N: -0.524 0.998 0.409
O: -1.006 0.224 1.336
H: 0.908 -3.755 1.974
H: -0.707 -0.484 -1.127
H: 0.653 1.091 -2.688
H: 0.324 2.306 -1.587
H: -0.448 1.999 0.767


Entry 3:
This record from the Open Molecules 2025 dataset describes a molecular structure, C3H5N2O2 at a distorted geometry. The level of theory is wB97M-V/def2-TZVPD.

Results
Kohn-Sham gap (spin up / spin down)   8.44 / 8.45 eV
HOMO level (spin up / spin down)   -14.72 / -14.72 eV
Calculated total energy   -376.8933 a.u.
Net charge   +1
Lowest unoccupied orbital energy (spin up / spin down)   -6.27 / -6.28 eV
Relative energy (zero: lowest compared OMol25 entry of this formula, charge and spin)   89.7 kcal per mole

Geometry (Å):
C: -0.278 -0.714 -1.165
C: 0.485 0.422 -1.416
C: -0.023 0.000 1.041
N: -0.416 -0.989 0.136
N: 0.859 0.973 -0.301
O: -1.194 0.102 1.743
O: 1.592 1.958 -0.183
H: -0.481 -1.448 -1.925
H: 0.798 0.849 -2.373
H: 1.025 -0.168 1.449
H: -1.116 -1.734 0.466
H: -1.250 0.750 2.528


- Which of these has the lowest relative energy (zero: lowest compared OMol25 entry of this formula, charge and spin)?
  number 2


- Which formula does entry 2 have?
  C3H5N2O